17
Properties=species:S:1:pos:R:3:mulliken_spin:R:1 method="wB97M-V/def2-TZVPD" e_tot_ha=-434.9344 orbital_gap_ev="6.04 / 7.29" s_squared=2.02 lumo_ev="0.9505 / -2.1792" largest_force_ev_per_a=8.330 multiplicity=3 total_charge=0 e_above_lowest_kcal_mol=53.3
C -2.01 -0.04 -0.12 0.64
C 2.32 -1.21 -0.54 0.00
C 1.58 -2.02 0.22 0.18
C 0.27 -0.49 -0.62 0.07
C -0.35 2.94 1.08 0.01
C 0.02 2.76 -0.03 0.01
C -1.00 0.16 -0.90 0.38
N -2.85 -0.64 0.50 0.41
N 1.44 -0.36 -1.12 0.16
N 0.31 -1.45 0.36 0.06
H 3.27 -1.31 -0.98 0.00
H 1.84 -2.89 0.81 0.01
H -0.65 2.86 2.14 0.00
H -3.27 -0.12 1.28 0.06
H 0.43 2.98 -0.99 0.00
H -0.89 0.79 -1.84 0.02
H -0.46 -1.97 0.76 -0.03

***

47
Properties=species:S:1:pos:R:3:mulliken_spin:R:1 method="wB97M-V/def2-TZVPD" e_tot_ha=-2269.6989 orbital_gap_ev="7.15 / 5.84" s_squared=1.02 lumo_ev="-3.5811 / -5.2881" largest_force_ev_per_a=0.479 multiplicity=2 total_charge=+1
Ru 0.26 0.24 -0.85 0.25
Cl -5.51 -3.35 -0.62 0.01
C -3.86 -2.91 -0.71 0.06
C -3.54 -1.58 -0.77 -0.03
C -2.18 -1.20 -0.84 0.15
N -1.71 0.08 -0.91 0.15
C -2.46 1.24 -0.86 -0.03
O -3.66 1.35 -0.82 0.07
C -1.57 2.48 -0.84 0.00
C -2.15 3.73 -0.81 0.00
C -1.34 4.85 -0.80 0.00
C 0.03 4.68 -0.81 0.00
C 0.55 3.39 -0.84 0.01
N -0.23 2.31 -0.85 -0.05
C -1.16 -2.21 -0.85 0.17
C -1.52 -3.57 -0.79 -0.03
C -2.85 -3.91 -0.72 0.06
Cl -3.28 -5.57 -0.63 0.01
N 0.12 -1.73 -0.93 0.17
C 1.28 -2.47 -0.89 -0.04
O 1.40 -3.67 -0.85 0.06
C 2.52 -1.57 -0.88 0.01
C 3.77 -2.15 -0.88 0.00
C 4.89 -1.32 -0.87 0.00
C 4.70 0.05 -0.88 0.00
C 3.41 0.55 -0.88 0.00
N 2.33 -0.23 -0.88 -0.03
H -4.32 -0.83 -0.77 0.00
H -3.23 3.79 -0.81 0.00
H -1.77 5.84 -0.78 0.00
H 0.71 5.52 -0.81 0.00
H 1.61 3.22 -0.86 0.00
H -0.77 -4.34 -0.80 0.00
H 3.84 -3.23 -0.88 0.00
H 5.88 -1.74 -0.87 0.00
H 5.54 0.73 -0.88 0.00
H 3.23 1.62 -0.89 0.00
C 0.33 -1.09 3.21 0.00
C 0.19 0.22 2.50 0.00
C -0.16 1.47 3.26 0.00
O 0.34 0.27 1.29 0.00
H 0.21 -1.01 4.28 0.00
H 1.32 -1.51 2.99 0.00
H -0.41 -1.79 2.81 0.00
H -0.24 1.30 4.33 0.00
H -1.12 1.84 2.88 0.00
H 0.59 2.23 3.05 0.00

***

27
Properties=species:S:1:pos:R:3:nbo_charge:R:1 method="wB97M-V/def2-TZVPD" e_tot_ha=-687.7961 orbital_gap_ev=9.83 lumo_ev=-0.5545 largest_force_ev_per_a=12.031 smiles=O.O.O.O.O.O.O.O.O total_charge=0 e_above_lowest_kcal_mol=144.1
O -14.40 -51.57 5.94 -0.95
H -15.20 -51.55 5.72 0.45
H -14.19 -51.50 4.99 0.50
O -16.42 -49.91 2.59 -0.96
H -16.36 -50.14 3.47 0.48
H -16.78 -50.66 2.01 0.48
O -16.16 -53.76 5.26 -0.95
H -15.49 -54.08 4.65 0.48
H -16.94 -53.80 4.79 0.46
O -12.38 -52.02 7.73 -0.90
H -12.85 -51.89 8.44 0.44
H -13.05 -51.81 7.23 0.46
O -13.35 -48.15 4.26 -0.96
H -13.79 -48.13 5.07 0.48
H -13.45 -49.12 4.31 0.46
O -16.96 -50.14 5.37 -0.98
H -17.66 -49.56 5.08 0.50
H -17.41 -50.85 5.92 0.51
O -13.22 -51.08 3.43 -1.02
H -13.63 -50.60 2.57 0.52
H -12.08 -51.05 3.36 0.52
O -14.94 -48.55 6.41 -0.98
H -14.69 -49.33 6.96 0.48
H -15.73 -48.97 5.88 0.49
O -13.23 -54.54 6.72 -0.92
H -13.52 -53.59 6.89 0.47
H -14.10 -54.65 6.70 0.44

***

115
Properties=species:S:1:pos:R:3:lowdin_charge:R:1 method="wB97M-V/def2-TZVPD" e_tot_ha=-3088.9500 orbital_gap_ev=4.95 lumo_ev=1.9628 largest_force_ev_per_a=0.370 total_charge=-1
C 1.91 5.80 3.33 -0.09
C 3.25 5.77 4.03 -0.28
O 3.05 5.49 5.41 -0.16
C 4.10 4.78 6.04 -0.21
C 3.81 3.30 6.11 -0.27
O 4.13 2.72 4.89 -0.29
C 3.74 1.32 4.82 -0.36
P 3.42 0.92 3.16 0.12
O 2.80 -0.59 3.19 -0.28
O 4.85 0.62 2.46 -0.25
S 2.30 2.06 2.00 0.11
H 2.02 5.64 2.26 0.06
H 1.39 6.75 3.52 0.06
H 1.29 5.00 3.73 0.07
H 3.90 5.01 3.58 0.11
H 3.75 6.75 3.94 0.11
H 4.20 5.19 7.05 0.11
H 5.03 4.91 5.49 0.12
H 2.74 3.16 6.33 0.12
H 4.38 2.83 6.93 0.12
H 2.79 1.17 5.35 0.02
H 1.91 -0.46 3.54 0.04
H 5.50 1.07 3.01 0.05
C 1.77 -2.24 0.49 -0.10
O 1.17 -3.47 0.84 -0.20
C 1.76 -4.04 2.00 -0.21
C 0.93 -5.21 2.47 -0.18
O -0.21 -4.86 3.25 -0.13
C -1.31 -4.31 2.55 -0.19
C -2.11 -5.32 1.76 -0.21
O -1.50 -5.60 0.52 -0.19
C -2.08 -6.71 -0.12 -0.12
H 2.84 -2.36 0.29 0.10
H 1.28 -1.90 -0.42 0.07
H 1.64 -1.49 1.27 0.07
H 1.85 -3.29 2.80 0.13
H 2.77 -4.39 1.75 0.13
H 1.55 -5.81 3.14 0.12
H 0.65 -5.82 1.62 0.12
H -0.99 -3.49 1.91 0.13
H -1.96 -3.91 3.33 0.12
H -3.12 -4.91 1.58 0.13
H -2.20 -6.24 2.35 0.13
H -1.96 -7.62 0.48 0.09
H -1.58 -6.84 -1.08 0.09
H -3.15 -6.55 -0.30 0.09
C 1.86 -0.20 -8.21 -0.12
O 1.72 -0.37 -6.82 -0.19
C 0.89 -1.48 -6.51 -0.21
C 0.96 -1.81 -5.03 -0.19
O 2.11 -2.55 -4.67 -0.13
C 3.31 -1.82 -4.50 -0.18
C 3.39 -1.05 -3.20 -0.21
O 2.67 0.16 -3.30 -0.20
C 2.51 0.77 -2.03 -0.09
H 0.89 -0.05 -8.69 0.07
H 2.47 0.69 -8.37 0.09
H 2.36 -1.06 -8.67 0.09
H 1.21 -2.36 -7.09 0.13
H -0.15 -1.25 -6.78 0.12
H 0.11 -2.45 -4.80 0.13
H 0.88 -0.89 -4.44 0.13
H 3.48 -1.14 -5.34 0.12
H 4.11 -2.57 -4.50 0.12
H 4.44 -0.84 -2.97 0.13
H 2.98 -1.68 -2.39 0.12
H 1.93 0.14 -1.35 0.07
H 1.98 1.71 -2.18 0.09
H 3.48 0.98 -1.56 0.09
C -4.18 3.04 -12.61 -0.12
O -3.97 3.08 -11.22 -0.19
C -5.06 2.52 -10.51 -0.21
C -4.69 2.33 -9.05 -0.19
O -3.93 1.16 -8.80 -0.13
C -2.54 1.24 -9.09 -0.18
C -1.74 1.96 -8.02 -0.21
O -1.84 3.36 -8.19 -0.19
C -1.33 4.05 -7.07 -0.11
H -5.09 3.58 -12.90 0.09
H -3.32 3.51 -13.09 0.09
H -4.26 2.00 -12.97 0.09
H -5.33 1.55 -10.94 0.13
H -5.92 3.20 -10.57 0.13
H -5.63 2.19 -8.50 0.13
H -4.19 3.22 -8.66 0.12
H -2.36 1.69 -10.06 0.12
H -2.20 0.20 -9.12 0.12
H -0.69 1.66 -8.11 0.11
H -2.11 1.66 -7.03 0.13
H -1.90 3.82 -6.16 0.09
H -1.41 5.12 -7.28 0.09
H -0.28 3.80 -6.89 0.09
C -4.94 -0.56 10.34 -0.12
O -3.89 -0.40 9.42 -0.19
C -3.29 0.88 9.52 -0.21
C -2.00 0.94 8.74 -0.18
O -0.89 0.37 9.42 -0.13
C -0.78 -1.04 9.38 -0.19
C -0.25 -1.57 8.06 -0.21
O -1.30 -1.66 7.11 -0.20
C -0.82 -1.88 5.80 -0.10
H -5.73 0.20 10.19 0.09
H -5.37 -1.55 10.18 0.09
H -4.58 -0.49 11.37 0.09
H -3.08 1.11 10.57 0.13
H -3.98 1.64 9.13 0.13
H -1.74 1.99 8.61 0.13
H -2.13 0.49 7.75 0.13
H -1.72 -1.53 9.63 0.12
H -0.05 -1.29 10.15 0.13
H 0.17 -2.58 8.22 0.13
H 0.55 -0.92 7.70 0.13
H -0.23 -1.02 5.46 0.09
H -1.68 -1.98 5.15 0.08
H -0.21 -2.79 5.74 0.09

***

15
Properties=species:S:1:pos:R:3:nbo_charge:R:1 method="wB97M-V/def2-TZVPD" e_tot_ha=-433.2130 orbital_gap_ev=9.93 lumo_ev=0.4179 largest_force_ev_per_a=7.539 smiles="[H]/N=C(/N)N(C)C(=O)O" total_charge=0 e_above_lowest_kcal_mol=68.9
H 0.52 2.05 -1.24 0.37
N 1.22 1.54 -0.71 -0.69
C 0.88 0.52 -0.10 0.62
N 2.08 -0.39 0.68 -0.91
N -0.16 -0.27 0.20 -0.51
C -0.26 -1.68 -0.16 -0.40
C -1.61 0.53 -0.03 0.91
O -2.63 -0.05 -0.26 -0.59
O -1.53 1.86 0.15 -0.69
H 1.90 -0.38 1.68 0.36
H 2.92 0.11 0.43 0.37
H 0.43 -2.24 0.46 0.23
H -1.29 -1.99 0.03 0.23
H -0.03 -1.86 -1.21 0.19
H -2.43 2.24 0.10 0.51